# 1
{"formula": "C4H11NS", "method": "ωB97M-V/def2-TZVPD", "species": ["C", "S", "C", "H", "H", "H", "H", "H", "H", "C", "C", "N", "H", "H", "H", "H", "H"], "coordinates": [[2.7904, -2.2678, 1.5861], [2.1710, -1.3417, 0.0812], [1.3484, 0.0231, 1.0663], [2.6163, -3.3120, 1.3513], [2.1478, -2.0068, 2.4194], [3.7845, -1.9230, 1.7639], [0.5418, 0.3547, 0.4154], [1.0632, -0.2701, 2.0643], [2.1432, 0.7558, 0.9804], [-2.0549, 1.5071, -2.3779], [-2.8159, 0.7306, -0.3334], [-2.4867, 0.4488, -1.5164], [-1.6309, 1.1788, -3.3301], [-1.2159, 2.0684, -1.9628], [-2.8016, 2.2567, -2.6445], [-2.9840, 1.7728, -0.0207], [-2.6165, 0.0247, 0.4576]], "atomic_forces_ev_per_a": [[-1.21, 0.53, -1.30], [-0.63, -0.33, 1.70], [1.13, -0.21, -2.31], [0.68, -0.17, 0.19], [-0.01, -0.01, 0.07], [0.74, -0.42, 0.27], [-0.32, 0.05, 0.43], [-0.09, 0.00, 0.03], [-0.31, 0.56, 0.90], [0.08, 1.14, -1.19], [0.97, 1.04, -0.25], [0.88, -0.81, 0.46], [-0.40, -0.59, 0.09], [-0.08, -0.06, 0.53], [-0.38, -0.01, 0.18], [0.00, -0.04, 0.07], [-1.05, -0.68, 0.11]], "lowdin_charge": [-0.39, 0.68, -0.39, 0.02, 0.01, 0.01, 0.00, 0.02, 0.01, -0.17, -0.09, -0.08, 0.07, 0.07, 0.07, 0.07, 0.06], "relative_energy_kcal_mol": 49.6, "molar_mass_g_mol": 105.21, "e_homo_ev": -8.41, "total_energy_ha": -611.8631, "total_charge": 0}


# 2
{"formula": "C5AlF15O15S5", "method": "ωB97M-V/def2-TZVPD", "species": ["Al", "C", "F", "F", "F", "S", "O", "O", "O", "C", "F", "F", "F", "S", "O", "O", "O", "C", "F", "F", "F", "S", "O", "O", "O", "C", "F", "F", "F", "S", "O", "O", "O", "C", "F", "F", "F", "S", "O", "O", "O"], "coordinates": [[1.3436, -0.7272, -0.0410], [-0.2698, -1.5836, -5.1113], [-0.3701, -0.2538, -5.0027], [-1.4315, -2.1024, -4.7681], [-0.0218, -1.8556, -6.3883], [1.1107, -2.1922, -3.9986], [1.0553, -1.3031, -2.8564], [0.6927, -3.5377, -3.6738], [2.3144, -2.0994, -4.8021], [-2.1051, 1.5437, -2.8044], [-2.4334, 1.4089, -4.0803], [-0.7976, 1.6708, -2.7076], [-2.7045, 2.6130, -2.3142], [-2.6164, -0.0113, -1.8298], [-1.4252, -0.4339, -1.1340], [-3.6418, 0.4216, -0.8797], [-3.2193, -0.9321, -2.7835], [-2.2066, -3.0036, 3.2790], [-3.3467, -3.1350, 3.9346], [-1.3396, -2.4596, 4.1257], [-1.7482, -4.1802, 2.9071], [-2.3606, -1.8934, 1.7862], [-3.3036, -0.8369, 2.1086], [-0.9854, -1.4609, 1.5979], [-2.9301, -2.6711, 0.7254], [-1.1878, 2.8466, 3.1737], [0.0624, 3.1451, 3.5460], [-1.5243, 1.7235, 3.8116], [-1.9878, 3.8585, 3.4705], [-1.3012, 2.4554, 1.3264], [-0.9438, 3.6379, 0.5890], [-0.4043, 1.3360, 1.1211], [-2.7358, 2.1332, 1.1530], [5.4881, 1.3439, 2.8959], [4.8247, 2.4850, 3.1223], [6.8027, 1.5942, 2.9607], [5.1630, 0.4818, 3.8727], [5.1555, 0.6124, 1.1901], [5.2842, 1.7371, 0.2869], [6.2125, -0.3711, 0.9812], [3.8326, -0.0043, 1.2104]], "atomic_forces_ev_per_a": [[-0.13, 0.09, -0.27], [1.04, 0.34, 0.79], [-0.10, 0.45, -0.11], [-0.53, -0.33, -0.02], [-0.07, -0.29, -0.49], [0.53, -1.25, -0.37], [-0.12, 0.89, 0.74], [-0.10, -0.08, -0.22], [-0.54, 0.31, 0.13], [-0.03, -1.03, 0.35], [-0.20, 0.05, -0.19], [0.30, 0.26, 0.03], [-0.11, 0.26, 0.14], [-1.19, -0.43, -0.85], [0.36, -0.04, 0.19], [0.18, 0.24, 0.25], [0.82, 0.76, 0.55], [0.16, 1.18, -0.41], [-0.68, -0.36, 0.01], [0.40, 0.13, 0.31], [0.06, -0.74, -0.09], [-0.28, 0.86, -0.42], [0.50, 0.24, 0.72], [-0.13, 0.00, 0.10], [0.20, -1.04, -0.40], [0.78, -0.95, -1.31], [-0.21, 0.25, -0.13], [-0.41, 0.44, 0.31], [-0.18, -0.07, 0.36], [-1.26, -0.17, -0.22], [0.19, 0.26, 0.41], [0.10, 0.00, 0.12], [1.09, -0.06, 0.19], [-0.26, -0.56, -0.83], [0.11, -0.15, -0.03], [-0.10, 0.15, 0.35], [0.15, 0.14, 0.01], [1.00, -0.83, -2.14], [-0.35, 0.37, 0.77], [-0.39, 0.43, 1.06], [-0.61, 0.29, 0.64]], "lowdin_charge": [1.20, -0.68, 0.11, 0.14, 0.12, 0.45, -0.43, -0.32, -0.32, -0.67, 0.14, 0.16, 0.16, 0.56, -0.26, -0.15, -0.19, -0.70, 0.14, 0.13, 0.15, 0.50, -0.20, -0.33, -0.21, -0.66, 0.13, 0.13, 0.14, 0.53, -0.23, -0.32, -0.22, -0.66, 0.12, 0.11, 0.11, 0.45, -0.33, -0.34, -0.47], "relative_energy_kcal_mol": 29.4, "molar_mass_g_mol": 772.33, "e_homo_ev": -4.79, "total_energy_ha": -5050.4494, "total_charge": -2}


# 3
{"formula": "C24H24N4O4RuS2", "method": "ωB97M-V/def2-TZVPD", "species": ["Ru", "C", "C", "O", "C", "C", "C", "N", "N", "C", "O", "C", "C", "C", "C", "C", "C", "H", "H", "H", "H", "H", "H", "H", "H", "H", "H", "H", "H", "S", "C", "C", "C", "C", "N", "C", "C", "C", "S", "C", "N", "H", "H", "C", "O", "C", "C", "O", "C", "H", "H", "H", "H", "H", "H", "H", "H", "H", "H"], "coordinates": [[0.2172, -0.5946, 0.4815], [0.2227, -4.6993, 0.9158], [0.5249, -3.4584, 0.1195], [0.8816, -2.4308, 0.8360], [0.5117, -3.4514, -1.2383], [0.9374, -2.3264, -2.0253], [1.2330, -2.5461, -3.4827], [1.0777, -1.1528, -1.5052], [1.5548, -0.1643, -2.3385], [1.6101, 0.9684, -1.6952], [1.3264, 1.1278, -0.4606], [2.0712, 2.1623, -2.4707], [1.9899, 3.4213, -1.8855], [2.4087, 4.5489, -2.5799], [2.9149, 4.4260, -3.8659], [2.9950, 3.1699, -4.4565], [2.5748, 2.0447, -3.7646], [-0.1685, -4.4083, 1.8901], [1.1341, -5.2817, 1.0685], [-0.5029, -5.3313, 0.4036], [0.2307, -4.3536, -1.7651], [1.0581, -3.5853, -3.7558], [2.2655, -2.2773, -3.7072], [0.6038, -1.8940, -4.0907], [1.5786, 3.4986, -0.8869], [2.3353, 5.5254, -2.1168], [3.2412, 5.3048, -4.4092], [3.3864, 3.0691, -5.4617], [2.6260, 1.0599, -4.2091], [-1.0806, -0.9089, 2.3763], [-2.7202, -0.9589, 1.7985], [-3.7745, -1.1285, 2.6918], [-5.0923, -1.1849, 2.2544], [-6.1476, -1.3497, 3.2098], [-6.9767, -1.4836, 3.9965], [-5.3646, -1.0753, 0.8811], [-4.3150, -0.9163, -0.0127], [-2.9915, -0.8579, 0.4233], [-1.7091, -0.6610, -0.7356], [-6.7104, -1.1286, 0.3891], [-7.7833, -1.1661, -0.0245], [-3.5639, -1.2145, 3.7505], [-4.5273, -0.8399, -1.0721], [-1.0786, 2.5330, 2.5219], [-0.0300, 2.2652, 1.6187], [1.2478, 2.2929, 2.2050], [1.6445, 0.9973, 2.8947], [1.8694, -0.1440, 2.0541], [3.1805, -0.1643, 1.4995], [-1.0294, 3.5683, 2.8841], [-1.0769, 1.8485, 3.3757], [-2.0080, 2.3841, 1.9743], [1.2950, 3.0859, 2.9676], [1.9537, 2.5269, 1.4098], [0.8669, 0.6995, 3.5970], [2.5681, 1.1775, 3.4577], [3.9197, -0.1056, 2.3041], [3.3186, 0.6513, 0.7888], [3.2754, -1.1134, 0.9771]], "atomic_forces_ev_per_a": [[0.68, -0.56, -0.74], [-0.05, -0.04, 0.00], [0.13, 0.05, -0.18], [-0.27, -0.05, 0.51], [-0.10, -0.06, -0.10], [0.06, -0.13, -0.07], [-0.01, 0.02, -0.02], [-0.15, 0.28, 0.46], [0.05, 0.06, -0.08], [0.04, -0.14, -0.15], [-0.58, 0.20, 0.37], [0.00, 0.04, 0.06], [-0.01, 0.02, 0.01], [0.00, -0.03, 0.00], [-0.01, 0.00, 0.00], [-0.01, -0.02, 0.02], [0.01, 0.00, 0.01], [-0.01, -0.01, -0.03], [0.01, 0.02, 0.05], [0.04, -0.01, -0.02], [0.01, 0.01, 0.01], [0.00, 0.00, 0.00], [0.00, -0.01, 0.00], [0.01, 0.00, 0.01], [0.00, -0.01, -0.01], [0.00, 0.00, 0.00], [0.00, -0.01, 0.00], [0.00, 0.00, 0.00], [0.00, 0.01, 0.00], [0.01, 0.27, 0.15], [0.07, 0.00, 0.00], [-0.13, -0.01, 0.04], [0.11, 0.01, 0.04], [-0.02, -0.02, 0.04], [0.01, 0.01, -0.02], [0.03, 0.00, -0.06], [-0.05, 0.00, -0.03], [-0.05, 0.07, -0.02], [0.07, -0.03, -0.11], [-0.03, 0.01, -0.02], [0.01, -0.01, 0.00], [0.00, 0.00, -0.01], [0.01, 0.00, 0.02], [-0.04, -0.06, 0.00], [-0.04, 0.12, 0.02], [0.05, -0.09, -0.03], [0.00, -0.16, 0.13], [0.11, 0.37, -0.20], [0.00, -0.11, -0.07], [0.03, 0.01, 0.00], [0.00, 0.00, -0.01], [0.00, 0.01, 0.03], [0.06, 0.01, -0.02], [0.00, 0.01, -0.05], [-0.03, -0.06, -0.01], [-0.03, 0.00, 0.04], [0.02, -0.01, 0.00], [0.01, 0.02, 0.02], [0.00, -0.01, -0.01]], "lowdin_charge": [0.94, -0.02, -0.47, -0.27, -0.05, -0.36, -0.04, -0.09, 0.07, -0.47, -0.16, -0.13, -0.02, -0.09, -0.11, -0.10, -0.04, 0.08, 0.08, 0.08, 0.10, 0.07, 0.07, 0.08, 0.11, 0.10, 0.09, 0.09, 0.10, 0.68, -0.66, -0.07, -0.21, -0.19, 0.14, -0.21, -0.07, -0.67, 0.67, -0.19, 0.15, 0.11, 0.11, -0.13, -0.23, -0.22, -0.20, -0.32, -0.09, 0.09, 0.06, 0.09, 0.13, 0.11, 0.09, 0.12, 0.09, 0.08, 0.09], "relative_energy_kcal_mol": 25.7, "molar_mass_g_mol": 597.68, "multiplicity": 2, "e_homo_ev": [-4.24, -4.46], "total_energy_ha": -2340.2709, "total_charge": -1}


# 4
{"formula": "C7H16BeBrCl6FK2O5S", "method": "ωB97M-V/def2-TZVPD", "species": ["C", "C", "O", "C", "S", "O", "O", "O", "H", "H", "H", "H", "H", "H", "H", "C", "Cl", "Cl", "Cl", "H", "Be", "C", "C", "O", "H", "H", "H", "H", "H", "H", "F", "K", "C", "Cl", "Cl", "H", "H", "Cl", "K", "Br"], "coordinates": [[-2.6421, -0.7552, 0.7275], [-2.4066, -0.1190, -0.6617], [-1.0783, -0.3689, -1.1907], [-0.6062, 0.6959, -1.9493], [-1.3995, 0.9567, -3.5837], [-0.8702, -0.0146, -4.5396], [-2.8504, 0.9994, -3.4909], [-0.8660, 2.3495, -3.9615], [-2.6656, -1.8934, 0.7015], [-3.6994, -0.4105, 1.0559], [-1.9583, -0.3710, 1.5173], [-2.5954, 0.9756, -0.5716], [-3.1278, -0.5806, -1.3778], [0.4881, 0.5508, -2.1557], [-0.7211, 1.6794, -1.3697], [1.2643, -0.7234, 1.5890], [0.4252, -1.6018, 2.8663], [0.5877, 0.9068, 1.4025], [2.9890, -0.6093, 1.9276], [1.1301, -1.2628, 0.6565], [0.6378, 2.5835, -0.7645], [3.6393, 3.3583, 3.2882], [4.8301, 3.6893, 2.4095], [5.5776, 2.4885, 2.1267], [3.9805, 2.8707, 4.2572], [3.0670, 4.2593, 3.5241], [2.9772, 2.6396, 2.7931], [5.5003, 4.3858, 2.9066], [4.5038, 4.1387, 1.4680], [4.9683, 1.8829, 1.6756], [-5.1354, 0.8631, 0.9799], [-4.3066, -3.0114, 1.0076], [-1.1248, -5.1017, -2.0249], [-2.4179, -4.7032, -3.1710], [-1.2122, -4.0728, -0.5742], [-1.2206, -6.1405, -1.7214], [-0.1657, -4.9454, -2.5091], [-4.1411, -3.5762, -5.1062], [-5.1671, -4.3019, -2.6530], [5.8118, 2.2899, 4.4962]], "atomic_forces_ev_per_a": [[-0.74, -0.06, 0.30], [-1.07, -0.62, 0.40], [0.36, 0.94, 0.19], [0.83, -1.30, 0.74], [-0.15, 4.27, -5.22], [-0.01, -0.29, 1.99], [0.92, -0.79, 1.37], [-0.27, -2.60, 2.21], [1.70, 2.00, -0.25], [0.84, 0.33, -0.60], [-0.31, -0.57, -0.62], [-0.06, -0.79, -0.21], [0.43, 0.79, 0.37], [-0.77, -0.05, -0.05], [-0.53, 0.06, -0.27], [0.13, -0.37, -0.05], [0.06, 0.12, -0.10], [-0.13, 0.27, 0.07], [0.03, -0.05, 0.01], [-0.10, 0.13, 0.02], [-0.08, -0.18, -0.33], [-0.62, 0.25, -0.37], [-0.69, 0.23, -0.39], [-0.40, 0.65, -0.59], [-0.84, 0.69, -1.01], [0.01, -0.03, 0.10], [-0.03, 0.02, -0.01], [0.10, -0.11, -0.12], [0.02, -0.07, -0.01], [0.09, -0.12, 0.13], [0.48, -1.03, 0.09], [-1.11, -0.16, 0.35], [-0.18, -0.47, -0.18], [1.05, -0.02, 0.01], [0.00, 0.05, 0.22], [0.03, 0.11, 0.13], [-0.08, 0.20, 0.08], [-0.47, -0.13, -0.04], [-0.62, 0.21, -0.45], [2.17, -1.52, 2.10]], "lowdin_charge": [-0.18, -0.22, -0.18, -0.38, 0.46, -0.32, -0.31, -0.41, -0.08, 0.03, 0.04, 0.14, 0.13, 0.11, -0.02, -1.49, 0.57, 0.52, 0.56, 0.02, 0.66, -0.19, -0.39, -0.25, -0.08, 0.09, 0.05, 0.09, 0.12, 0.08, -0.76, 0.89, -0.95, 0.40, 0.52, 0.03, 0.04, -0.49, 0.58, 0.55], "molar_mass_g_mol": 611.10, "e_homo_ev": -7.57, "total_energy_ha": -7699.9179, "total_charge": 0}